(1)
The following is a quantum chemistry calculation of a molecular structure, C23H20BN8O2Ru at a distorted geometry, from the Open Molecules 2025 dataset.

ΔE to the lowest compared entry with this formula, charge and spin: 1.418 eV
HOMO level (alpha / beta): -11.05 / -11.05 eV
Calculated total energy: -43444.857 eV
Kohn-Sham gap (alpha / beta): 0.2043 / 0.2043 Eh
LUMO level (alpha / beta): -5.488 / -5.487 eV

```
! RIJCOSX wB97M-V def2-TZVPD def2/J DEFGRID3
* xyz 1 1
Ru 0.127 -0.426 0.327
C -0.355 -2.664 -3.240
C 0.260 -1.646 -2.523
N -0.129 -1.697 -1.247
N -0.983 -2.735 -1.122
C -1.134 -3.331 -2.308
B -1.550 -3.073 0.276
N -2.368 -1.861 0.753
C -3.626 -1.727 1.188
C -3.818 -0.418 1.591
C -2.594 0.207 1.368
N -1.735 -0.675 0.867
N -0.334 -3.186 1.226
C 0.083 -4.195 1.999
C 1.280 -3.834 2.591
C 1.541 -2.556 2.108
N 0.561 -2.178 1.288
H -0.247 -2.889 -4.287
H 0.956 -0.892 -2.854
H -1.766 -4.198 -2.408
H -2.178 -4.088 0.255
H -4.298 -2.570 1.184
H -4.715 0.026 1.985
H -2.292 1.227 1.542
H -0.493 -5.102 2.070
H 1.882 -4.417 3.266
H 2.371 -1.898 2.308
O 0.504 0.362 2.122
C 1.460 0.921 2.775
C 1.539 0.684 4.178
C 2.523 1.253 4.924
C 3.490 2.126 4.343
C 3.438 2.400 3.020
C 2.446 1.801 2.177
C 2.383 2.179 0.839
N 1.498 1.621 0.022
N 1.279 2.268 -1.100
C 0.122 1.784 -1.645
O -0.584 0.908 -1.068
C -0.330 2.358 -2.918
C 0.087 3.631 -3.305
C -0.366 4.163 -4.500
C -1.216 3.424 -5.313
C -1.625 2.152 -4.931
C -1.194 1.622 -3.728
H 0.790 0.035 4.613
H 2.575 1.047 5.985
H 4.253 2.569 4.966
H 4.154 3.076 2.569
H 2.996 2.999 0.467
H 0.756 4.192 -2.668
H -0.056 5.155 -4.800
H -1.564 3.843 -6.248
H -2.284 1.579 -5.570
H -1.524 0.643 -3.407
*
```

(2)
The following is a quantum chemistry calculation of 3 unconnected molecules or ions with the total composition CH9N2O2 at a distorted geometry, from the Open Molecules 2025 dataset.

ΔE to the lowest compared entry with this formula, charge and spin: 1.028 eV
HOMO level (alpha / beta): -3.64 / -8.63 eV
Expectation value of S²: 0.753
Calculated total energy: -8255.263 eV
Kohn-Sham gap (alpha / beta): 0.1596 / 0.3413 Eh
LUMO level (alpha / beta): 0.707 / 0.659 eV

```
! RIJCOSX wB97M-V def2-TZVPD def2/J DEFGRID3
* xyz 0 2
N -1.711 0.392 0.024
C -1.150 -0.738 -0.342
N -0.192 -0.969 -1.210
H -1.642 1.148 -0.544
H -1.896 0.549 0.982
H -1.483 -1.789 0.180
H 0.103 -1.993 -1.338
H 0.538 -0.286 -1.471
H 3.154 0.397 -1.900
H 2.186 0.281 -3.065
O 2.179 0.410 -2.128
H 0.535 1.385 3.827
H -0.426 0.169 3.656
O -0.195 1.043 3.330
*
```

(3)
The following is a quantum chemistry calculation of a molecular structure, C30H21Cl5I2NOP2Ru at a distorted geometry, from the Open Molecules 2025 dataset.

HOMO level (alpha / beta): -16.01 / -16.02 eV
Calculated total energy: -134935.425 eV
Kohn-Sham gap (alpha / beta): 0.1462 / 0.1465 Eh
LUMO level (alpha / beta): -12.029 / -12.029 eV

```
! RIJCOSX wB97M-V def2-TZVPD def2/J DEFGRID3
* xyz 3 1
Ru 0.384 0.276 -0.972
N 0.018 3.233 -1.351
P 1.201 2.415 -0.426
C 2.813 2.942 -0.971
C 3.870 2.849 -0.047
C 5.135 3.235 -0.417
C 5.359 3.719 -1.700
C 4.312 3.820 -2.615
C 3.045 3.419 -2.261
C 1.027 2.893 1.287
C 0.761 4.236 1.565
C 0.702 4.668 2.877
C 0.920 3.769 3.917
C 1.201 2.439 3.645
C 1.250 1.998 2.332
P -0.907 1.968 -1.879
C -0.806 1.771 -3.703
C -0.702 0.411 -4.198
C -0.530 0.191 -5.596
C -0.455 1.261 -6.456
C -0.581 2.560 -5.958
C -0.751 2.813 -4.586
C -2.593 2.149 -1.369
C -2.870 2.870 -0.201
C -4.178 2.983 0.231
C -5.204 2.370 -0.483
C -4.927 1.641 -1.634
C -3.624 1.526 -2.080
H -0.032 4.224 -1.563
H 3.691 2.505 0.967
H 5.948 3.170 0.295
H 6.356 4.027 -1.987
H 4.494 4.214 -3.607
H 2.239 3.495 -2.985
H 0.621 4.957 0.767
H 0.500 5.708 3.091
H 0.884 4.116 4.940
H 1.387 1.744 4.452
H 1.488 0.955 2.138
H -0.965 -0.431 -3.552
H -0.473 -0.825 -5.965
H -0.315 1.103 -7.516
H -0.534 3.395 -6.646
H -0.819 3.839 -4.250
H -2.074 3.349 0.359
H -4.402 3.558 1.117
H -6.226 2.470 -0.147
H -5.730 1.178 -2.191
H -3.425 0.979 -2.993
Cl -4.399 -4.033 2.009
C -3.390 -3.179 0.964
C -2.659 -2.072 1.449
Cl -2.819 -1.567 3.063
C -1.816 -1.416 0.580
Cl -0.912 -0.031 1.081
C -1.661 -1.790 -0.764
O -0.821 -1.171 -1.549
C -2.438 -2.869 -1.251
Cl -2.288 -3.286 -2.900
C -3.280 -3.562 -0.397
Cl -4.186 -4.877 -0.974
I 1.463 0.271 -3.317
I 2.569 -0.737 0.056
*
```

(4)
The following is a quantum chemistry calculation of 2 unconnected molecules or ions with the total composition C4H12 at a distorted geometry, from the Open Molecules 2025 dataset.

ΔE to the lowest compared entry with this formula, charge and spin: 0.327 eV
HOMO level (alpha / beta): 1.55 / -7.67 eV
Expectation value of S²: 0.750
Calculated total energy: -4340.709 eV
Kohn-Sham gap (alpha / beta): 0.1041 / 0.4462 Eh
LUMO level (alpha / beta): 4.387 / 4.472 eV

```
! RIJCOSX wB97M-V def2-TZVPD def2/J DEFGRID3
* xyz -1 2
C 0.380 2.558 -1.025
C -0.650 1.795 -0.215
H 0.652 3.494 -0.514
H 1.254 1.959 -1.241
H -0.095 2.942 -1.938
H -0.320 1.556 0.801
H -1.589 2.338 -0.112
H -0.880 0.820 -0.634
C -0.515 -2.550 0.749
C 0.854 -1.848 0.534
H -0.673 -2.704 1.808
H -1.315 -1.934 0.331
H -0.580 -3.458 0.147
H 1.454 -2.409 -0.178
H 1.332 -1.637 1.493
H 0.691 -0.921 -0.007
*
```

(5)
The following is a quantum chemistry calculation of a molecular structure, C6H22BInO6 at a distorted geometry, from the Open Molecules 2025 dataset.

ΔE to the lowest compared entry with this formula, charge and spin: 5.329 eV
HOMO level: -16.35 eV
Calculated total energy: -24679.024 eV
Kohn-Sham gap: 0.3013 Eh
LUMO level: -8.154 eV

```
! RIJCOSX wB97M-V def2-TZVPD def2/J DEFGRID3
* xyz 2 1
In -0.615 -0.071 -0.258
B 0.120 -1.876 1.078
H -0.771 -1.811 0.472
H 0.874 -2.536 0.679
H 0.602 -0.911 1.079
H -0.175 -2.178 2.071
C -2.803 1.808 -1.423
C -2.677 2.140 0.077
O -1.945 1.177 0.854
O -1.990 0.789 -1.911
H -2.622 2.696 -2.029
H -3.780 1.396 -1.675
H -3.688 2.240 0.472
H -2.174 3.064 0.360
H -2.315 1.195 1.739
H -2.304 0.640 -2.806
C 2.614 -1.873 -1.756
C 1.496 -1.640 -0.818
O 0.770 -0.469 -1.227
O 2.042 -1.667 -3.056
H 2.946 -2.881 -1.504
H 3.441 -1.163 -1.771
H 1.762 -1.647 0.239
H 0.814 -2.483 -0.928
H 1.004 -0.516 -2.157
H 2.782 -1.654 -3.667
C 1.380 0.730 1.668
C 0.049 1.360 2.133
O -1.037 0.494 1.945
O 1.487 0.383 0.319
H 1.729 -0.141 2.223
H 2.286 1.326 1.777
H -0.043 2.337 1.658
H -0.005 1.619 3.190
H -1.522 0.284 2.747
H 2.270 -0.160 0.204
*
```

(6)
The following is a quantum chemistry calculation of a molecular structure, C25H53Br12N2O4V at a distorted geometry, from the Open Molecules 2025 dataset.

HOMO level (alpha / beta): -11.84 / -11.84 eV
Expectation value of S²: 0.755
Calculated total energy: -904142.878 eV
Kohn-Sham gap (alpha / beta): 0.2737 / 0.2664 Eh
LUMO level (alpha / beta): -4.390 / -4.590 eV

```
! RIJCOSX wB97M-V def2-TZVPD def2/J DEFGRID3
* xyz 1 2
O 28.660 27.001 21.470
V 29.144 25.921 22.522
O 30.382 26.598 23.314
C 32.998 26.184 21.029
C 32.342 25.323 19.990
C 33.438 24.798 18.936
C 34.266 23.672 19.374
C 33.311 22.602 19.894
C 32.370 22.895 21.048
N 31.653 24.176 20.652
O 30.336 24.368 21.217
C 33.246 22.962 22.303
C 31.482 21.584 21.127
C 31.316 26.224 19.244
H 32.293 26.451 21.817
H 33.499 27.052 20.600
H 33.703 25.559 21.578
H 34.197 25.550 18.724
H 32.945 24.723 17.967
H 35.036 23.994 20.075
H 34.920 23.235 18.619
H 33.848 21.683 20.128
H 32.623 22.366 19.082
H 32.633 23.187 23.176
H 34.063 23.682 22.256
H 33.740 21.992 22.345
H 30.682 21.626 21.866
H 32.074 20.699 21.361
H 31.003 21.482 20.153
H 31.812 27.016 18.683
H 30.662 26.769 19.925
H 30.628 25.581 18.695
Br 31.374 22.225 15.199
C 30.222 21.753 16.739
C 29.825 22.970 17.560
Br 28.371 22.567 18.801
H 30.756 21.034 17.360
H 29.375 21.233 16.291
H 29.305 23.751 17.005
H 30.623 23.502 18.078
Br 37.953 26.709 17.219
C 37.669 27.134 19.143
C 36.716 28.315 19.085
Br 36.783 29.335 20.952
H 38.615 27.428 19.597
H 37.341 26.249 19.688
H 35.640 28.144 19.070
H 36.972 29.042 18.315
Br 35.051 28.674 25.264
C 33.629 28.523 23.947
C 33.030 29.898 23.475
Br 31.789 29.713 21.844
H 32.824 28.043 24.505
H 34.025 27.788 23.246
H 33.866 30.526 23.167
H 32.504 30.496 24.220
Br 34.330 19.328 22.267
C 35.107 17.846 21.054
C 35.583 18.525 19.729
Br 36.818 17.435 18.602
H 34.269 17.187 20.825
H 35.900 17.223 21.468
H 36.212 19.375 19.994
H 34.702 18.797 19.148
Br 30.717 29.136 17.100
C 30.546 30.619 18.429
C 29.313 30.325 19.341
Br 28.671 31.967 20.157
H 30.337 31.540 17.885
H 31.522 30.665 18.914
H 29.444 29.542 20.088
H 28.486 29.962 18.730
Br 31.387 17.638 21.349
C 29.554 17.393 20.638
C 28.699 18.577 21.179
Br 26.819 18.554 20.468
H 29.060 16.465 20.927
H 29.714 17.380 19.560
H 29.101 19.573 20.993
H 28.701 18.524 22.268
C 26.107 22.532 22.830
C 27.001 23.673 23.294
C 28.417 23.207 23.723
O 29.341 24.276 24.050
C 30.436 23.697 24.791
N 27.182 24.552 22.131
H 25.819 21.894 23.666
H 26.504 21.934 22.009
H 25.205 22.875 22.325
H 26.545 24.307 24.054
H 28.735 22.491 22.965
H 28.117 22.611 24.584
H 30.914 22.817 24.362
H 30.312 23.308 25.802
H 31.272 24.393 24.864
H 27.523 23.874 21.465
H 26.221 24.748 21.886
*
```

> Among the records above, which one has the lowest calculated total energy?

C25H53Br12N2O4V

> The highest calculated total energy belongs to which entry?

C4H12

> Which of these has the lowest calculated total energy?

C25H53Br12N2O4V

> Which of these has the highest calculated total energy?

C4H12